Entry 1:
141
Properties=species:S:1:pos:R:3:lowdin_charge:R:1 method="wB97M-V/def2-TZVPD" homo_ev=-7.77 lumo_ev=-0.18 energy_ha=-5043.3895 spin_multiplicity=1 orbital_gap_ha=0.279
H -1.821 -2.308 -8.229 0.132
C 2.008 -7.179 2.787 -0.115
S -5.049 -1.469 -0.916 0.766
H 7.039 -2.416 -2.358 0.101
C 2.739 -5.860 2.966 -0.111
C 0.673 2.143 0.320 -0.427
C -1.456 -0.473 -2.527 -0.438
C -2.151 -1.305 -7.956 -0.104
O 3.571 -2.362 -4.494 0.042
H 3.025 -1.039 -0.624 0.142
H -8.936 1.625 9.653 0.132
O 4.943 -0.639 1.596 0.172
H -6.557 2.004 9.958 0.132
H 1.558 -1.031 1.112 0.116
O 5.253 -3.798 -4.934 0.157
C -0.158 0.310 -2.421 -0.226
C -2.517 -3.131 0.001 -0.164
H 0.976 -0.935 -1.146 0.124
H -1.154 -4.521 1.010 0.116
O 1.062 -6.863 1.759 0.059
H -8.887 3.335 9.182 0.132
N 1.670 -0.079 1.427 0.069
O 2.458 3.848 -2.203 0.091
H 0.719 1.662 3.144 0.066
H 0.399 0.306 4.252 0.055
H -3.594 -2.205 -6.577 0.139
O -0.495 2.405 0.329 0.152
H 2.837 7.362 -2.535 0.136
H 0.000 6.897 -3.601 0.132
H -3.704 -1.473 1.826 0.110
H -8.104 2.929 -3.995 0.130
C -6.966 2.299 8.996 -0.108
O -2.400 -0.645 4.881 0.155
C 2.419 -1.932 -5.230 -0.115
H 2.254 -5.207 3.693 0.133
H 4.394 1.526 2.456 0.064
O -3.982 -2.224 4.568 0.040
C 1.442 1.108 -0.566 -0.279
O 5.722 -1.108 -0.490 0.061
C -7.335 2.294 -3.562 -0.117
C 1.542 -5.809 1.056 -0.567
N 1.590 3.167 -1.828 0.028
H 1.783 1.294 4.499 0.069
H -6.204 2.450 -5.420 0.129
H -3.276 -3.583 0.649 0.114
N -2.555 -1.676 0.047 -0.226
C 1.837 8.619 -4.833 -0.572
H 0.482 7.767 -2.133 0.132
O 0.000 -0.212 -5.550 0.148
C 2.514 0.683 0.519 -0.313
H 0.475 -0.049 -3.220 0.083
C 4.749 -0.611 0.420 -0.385
C -1.136 -3.532 0.555 -0.185
H -0.375 1.365 -2.572 0.110
O -7.733 0.637 6.130 0.154
H -2.690 -3.505 -1.000 0.120
H 5.390 -2.034 -2.938 0.075
C 9.026 3.071 1.840 -0.117
H 1.792 -1.097 3.217 0.112
O 0.833 8.752 -3.929 0.055
H 8.600 1.195 2.881 0.133
C -3.463 -1.112 5.147 -0.560
O 6.750 4.945 3.532 0.166
H 3.296 2.647 0.116 0.140
H 4.446 3.193 1.870 0.082
C -3.506 -1.058 -0.787 -1.135
H -1.293 -1.465 -2.113 0.086
C 0.757 7.548 -3.161 -0.116
H 1.689 -2.914 -7.045 0.131
O 2.617 -5.273 1.668 0.067
O 8.284 4.279 2.023 0.058
H 2.183 5.903 -3.301 0.098
H 5.804 -3.687 -2.519 0.083
H 1.496 -7.515 3.684 0.130
O 2.563 7.505 -4.574 0.060
O -6.685 1.304 8.004 0.059
H -6.510 3.240 8.686 0.135
C 7.398 4.087 3.031 -0.575
H 2.662 -7.975 2.428 0.131
H 9.960 3.144 2.401 0.132
H 1.440 -3.855 -5.561 0.135
H -5.907 -3.011 4.626 0.134
O 3.395 -3.765 -6.212 0.066
O 2.046 9.374 -5.725 0.165
C -0.923 -0.604 -6.196 -0.548
O 1.075 -5.405 0.041 0.151
H -2.629 -0.841 -8.814 0.133
H -5.315 3.020 -3.993 0.132
O 1.591 2.719 1.141 0.054
C 3.799 2.362 2.125 0.014
C -8.483 2.348 8.973 -0.111
H 3.202 2.723 2.956 0.091
H 1.615 -1.652 -4.556 0.108
C 1.159 0.861 3.721 -0.060
O -0.648 -2.536 1.432 -0.140
C -5.156 -2.601 5.297 -0.102
C 2.887 2.077 0.943 -0.232
H -3.682 -0.437 -6.656 0.135
C -3.013 -1.297 -6.707 -0.095
H 9.254 2.919 0.789 0.131
H -4.882 -3.361 6.031 0.130
O -2.031 -1.175 -5.670 0.043
C 8.085 2.027 2.410 -0.114
O 5.061 -3.259 -0.147 0.142
C 5.984 -2.653 -2.280 0.029
C 2.104 -3.156 -6.071 -0.104
C -7.735 1.243 7.153 -0.557
H 7.387 1.640 1.667 0.125
C -1.674 -2.031 2.272 -0.166
H -7.187 2.572 -2.518 0.134
S -2.865 0.296 -1.702 0.938
H 2.696 -1.067 -5.832 0.138
H 3.785 -5.977 3.234 0.133
C 4.177 -3.359 -5.185 -0.560
O 7.351 2.777 3.386 0.052
C -2.705 -1.253 1.438 -0.139
H -1.202 -1.337 2.944 0.095
C -5.575 -1.288 5.934 -0.115
O -1.009 -0.541 -7.542 0.068
H -2.152 -2.841 2.818 0.117
C -6.040 2.294 -4.352 -0.120
C -6.616 0.169 -3.840 -0.589
O -8.778 1.960 7.626 0.068
C 2.004 -0.094 2.864 -0.214
H 3.837 0.375 -1.204 0.145
H 3.053 0.069 3.072 0.080
O -5.560 0.966 -4.147 0.026
H -0.444 -3.559 -0.278 0.104
O 2.029 1.826 -1.686 -0.046
H -0.313 -0.073 -0.345 0.103
O -6.571 -1.012 -3.766 0.126
H -2.520 -0.186 1.505 0.128
H -1.786 -0.598 -3.547 0.041
O -4.314 -0.609 6.061 0.074
C 5.532 -2.428 -0.875 -0.486
C 3.531 -0.132 -0.294 0.015
C 0.488 0.037 -1.068 -0.106
H -6.041 -1.411 6.906 0.130
O -7.727 0.921 -3.622 0.057
C 2.158 6.986 -3.302 -0.116
H -6.225 -0.705 5.297 0.110

Entry 2:
123
Properties=species:S:1:pos:R:3:lowdin_charge:R:1 method="wB97M-V/def2-TZVPD" homo_ev=-11.82 lumo_ev=-4.91 energy_ha=-13142.9769 spin_multiplicity=1 charge=+2 orbital_gap_ha=0.254
N -1.747 0.413 -1.807 0.015
H 2.076 0.723 -2.184 0.085
H 3.721 0.571 -5.654 0.117
C -3.467 2.222 4.008 -0.075
H -2.552 4.921 2.051 0.008
C 3.446 0.395 2.220 0.001
C -3.184 1.329 -4.019 -0.080
H -2.574 -1.536 -4.580 0.125
N -0.932 -1.569 2.046 0.074
Sc -0.666 0.330 0.410 1.020
H -1.071 8.213 4.575 0.026
H -0.154 5.201 5.554 0.030
C 3.343 -4.641 0.158 -0.162
C 2.387 -2.025 -3.982 -0.214
C -3.028 -3.475 -3.648 -0.152
C -1.191 1.435 -2.653 -0.182
H 2.475 -2.700 0.592 0.094
H 1.099 -4.580 -2.884 0.095
H -3.582 -0.967 5.034 0.104
C -3.310 -0.111 4.438 -0.038
H -3.011 -2.418 -1.759 0.111
H 3.611 -2.694 -0.757 0.116
C -0.027 2.010 -2.099 -0.489
N -0.432 -2.714 -2.623 -0.059
C 2.215 -5.663 0.171 -0.176
O -4.974 -0.074 -0.333 0.166
H -2.271 2.861 2.381 0.009
Se -0.602 3.767 0.926 0.918
H 2.212 0.999 -4.884 0.105
H 3.379 -2.406 -3.721 0.124
C 4.591 1.046 4.368 -0.025
C -0.828 -2.208 -3.731 -0.050
H 0.384 3.026 -3.659 0.122
C -0.726 -3.939 2.371 -0.079
N 1.659 -3.429 -1.201 -0.204
H -4.065 -3.222 -3.860 0.125
C 1.047 1.314 3.062 -0.131
C -2.565 2.018 2.980 -0.134
H 0.662 -6.221 -1.237 0.104
H -1.447 2.463 -4.526 0.124
N 1.818 -1.256 -2.860 -0.191
H 1.791 6.813 3.576 0.028
N 0.367 -1.135 -0.558 -0.225
H 3.809 -4.543 1.138 0.120
H 4.385 0.023 1.829 0.124
C -3.666 0.070 -0.508 -0.457
H 4.104 1.221 -3.282 0.125
C -1.287 -3.683 -1.883 -0.130
C 2.810 -3.270 -0.276 -0.190
O 0.355 1.716 -0.947 -0.145
H -5.128 -0.351 0.583 0.144
H 4.386 1.601 5.281 0.085
H -3.719 1.618 -4.911 0.104
H -1.609 4.454 4.901 0.009
H -1.857 -2.877 -5.408 0.145
H -1.025 -3.586 -0.832 0.106
C 1.834 -4.599 -2.080 -0.206
H 0.737 5.713 0.131 0.013
C -2.379 -2.713 3.568 -0.041
H 2.542 -6.603 0.612 0.121
H -2.588 7.494 4.031 0.023
H 1.439 -1.038 -5.639 0.100
H -1.002 -4.683 -2.217 0.128
C -1.565 7.724 3.735 -0.213
C -3.831 1.128 4.766 -0.669
H -2.876 -4.497 -4.000 0.125
C -2.751 -3.406 -2.153 -0.145
C 1.230 6.495 2.696 -0.220
O 0.749 2.857 -2.781 0.134
H 4.934 0.048 4.645 0.096
C -1.786 -3.921 3.258 -0.669
C -3.872 0.811 -2.908 0.013
Br -2.407 -5.507 4.035 0.843
C -1.876 1.769 -3.808 -0.004
C -1.580 5.276 1.703 -0.566
H 2.010 1.884 4.874 0.123
H -1.788 5.968 0.887 0.028
C -0.600 4.785 4.651 -0.201
H 2.817 -4.554 -2.562 0.120
C -3.184 0.460 -1.775 -0.193
H -1.599 8.430 2.905 0.025
C 3.379 0.956 3.493 -0.239
C -2.437 -0.222 3.363 -0.197
C 3.013 0.256 -4.889 -0.169
H -0.214 -4.859 2.130 0.094
H 5.409 1.537 3.841 0.095
H -0.242 5.074 -1.216 0.038
H -0.181 -1.448 -4.162 0.125
C 3.689 0.242 -3.525 -0.170
H 2.337 -0.114 0.453 0.064
P 0.953 -2.000 -1.658 0.624
N -2.032 0.840 2.653 0.062
H 0.084 1.692 3.368 0.078
H -3.202 -2.692 4.264 0.104
H 1.405 -5.286 0.799 0.084
H 3.248 -0.398 -1.519 0.100
H -3.353 -4.133 -1.608 0.133
C 1.700 -5.883 -1.256 -0.154
H 1.287 7.295 1.958 0.027
C 2.445 -1.138 -5.222 -0.157
H 3.041 -1.638 -5.986 0.121
H 4.533 -0.451 -3.537 0.118
Br -5.010 1.305 6.207 0.849
C 2.311 0.317 1.442 -0.120
Ge -0.609 6.111 3.212 0.749
H 4.128 -4.973 -0.525 0.120
H -0.009 3.916 4.352 -0.005
H 1.240 4.227 -0.701 0.023
C -2.109 -2.516 -4.404 -0.106
H -4.955 0.765 -2.909 0.135
N 1.111 0.762 1.845 -0.020
H 1.715 5.604 2.293 0.011
O -2.866 -0.183 0.421 -0.044
C 0.389 4.814 -0.371 -0.352
H -3.856 3.210 4.208 0.115
C 2.137 1.424 3.903 0.007
H 2.276 -6.669 -1.750 0.121
C 2.699 -0.128 -2.426 -0.174
C -1.900 -1.553 2.970 -0.191
H 1.771 -2.902 -4.181 0.097
H 0.421 -2.719 1.036 0.057
C -0.354 -2.745 1.784 -0.116
H -1.432 -0.504 -2.111 0.080